{
  "formula": "C32H33BCl2GeN4NaO4",
  "method": "ωB97M-V/def2-TZVPD",
  "orbital_gap_ev": [3.8, 2.6],
  "e_above_lowest_kcal_mol": 31.35,
  "spin_multiplicity": 1,
  "charge": -1,
  "e_tot_ev": -134524.619,
  "elements": ["Ge", "Cl", "Cl", "Na", "O", "O", "O", "O", "N", "N", "N", "N", "C", "C", "C", "C", "C", "C", "C", "C", "C", "C", "C", "C", "C", "C", "C", "C", "C", "C", "C", "C", "C", "C", "C", "C", "C", "C", "C", "C", "C", "C", "C", "C", "B", "H", "H", "H", "H", "H", "H", "H", "H", "H", "H", "H", "H", "H", "H", "H", "H", "H", "H", "H", "H", "H", "H", "H", "H", "H", "H", "H", "H", "H", "H", "H", "H", "H"],
  "xyz": [[11.090, 11.926, 15.724], [8.256, 16.801, 13.955], [7.292, 15.587, 10.957], [12.841, 11.313, 12.559], [14.403, 11.956, 10.456], [15.422, 10.257, 9.314], [11.687, 13.441, 9.620], [12.908, 15.077, 14.274], [14.080, 11.843, 14.460], [11.693, 13.136, 14.312], [11.300, 12.375, 11.622], [12.912, 10.475, 9.304], [10.003, 14.851, 14.016], [9.429, 14.002, 11.407], [17.724, 10.891, 9.850], [14.942, 13.568, 15.898], [8.877, 11.649, 17.647], [15.985, 12.744, 16.271], [11.701, 11.087, 9.652], [10.896, 10.161, 14.882], [9.015, 15.524, 13.242], [10.561, 10.569, 9.140], [9.307, 12.307, 16.356], [16.490, 13.352, 10.636], [17.904, 13.176, 10.601], [8.670, 15.034, 11.942], [15.750, 12.294, 10.185], [11.222, 8.841, 17.074], [7.373, 11.773, 17.938], [16.390, 11.165, 9.667], [11.666, 12.403, 10.335], [15.127, 11.059, 14.774], [11.865, 9.389, 7.458], [12.844, 13.837, 14.468], [16.012, 11.441, 15.767], [6.966, 11.490, 19.381], [10.717, 13.827, 13.419], [10.625, 9.631, 8.121], [14.043, 13.078, 14.996], [12.980, 9.699, 8.116], [10.567, 13.504, 12.090], [18.496, 11.978, 10.355], [10.309, 9.153, 15.843], [10.875, 7.657, 17.963], [14.175, 10.731, 9.869], [9.989, 7.086, 17.619], [18.540, 13.978, 10.899], [14.791, 14.550, 16.288], [11.192, 9.774, 17.693], [9.324, 10.640, 17.840], [11.721, 6.970, 18.016], [19.538, 11.868, 10.515], [8.649, 12.075, 15.509], [13.939, 9.574, 7.737], [9.270, 9.427, 16.095], [9.284, 13.414, 16.505], [15.185, 10.065, 14.372], [7.760, 11.922, 20.059], [16.875, 10.826, 15.947], [18.037, 9.842, 9.685], [16.068, 14.260, 11.001], [11.879, 9.056, 6.460], [9.253, 13.595, 10.414], [11.957, 11.966, 16.960], [6.800, 10.412, 19.511], [11.893, 9.816, 14.560], [7.093, 12.823, 17.658], [10.609, 8.024, 18.966], [9.641, 10.898, 9.533], [10.178, 15.256, 15.086], [5.967, 11.926, 19.519], [12.341, 8.805, 16.753], [6.794, 11.179, 17.212], [10.242, 10.436, 14.041], [16.716, 13.184, 17.006], [9.325, 12.315, 18.352], [10.195, 8.219, 15.343], [9.730, 9.192, 7.688]],
  "forces_ev_per_a": [[-0.04, -0.39, -1.10], [-1.48, 2.12, 0.88], [0.75, 0.03, 0.92], [0.71, -0.65, 0.04], [1.88, 2.68, 0.45], [0.27, -0.33, 0.01], [0.50, -1.21, 0.82], [0.65, -2.64, 0.14], [1.33, -0.29, 0.13], [-0.88, -0.38, -0.67], [-1.34, 1.44, 0.17], [0.80, -0.99, -0.59], [-1.25, 1.53, -0.03], [0.71, 0.64, 0.01], [-0.07, 0.09, -0.03], [0.30, -0.09, 0.02], [0.15, -0.23, 0.57], [0.23, 0.37, 1.03], [0.95, -0.24, -0.14], [0.86, 0.85, 0.24], [1.18, -2.61, -0.89], [0.77, -0.68, -0.03], [-0.43, 1.22, -1.03], [0.85, -0.28, -0.44], [-1.03, 0.51, 0.51], [0.61, -0.48, 0.42], [-0.92, -0.62, 1.22], [1.10, 2.08, -0.48], [-0.08, 0.63, -1.20], [-1.29, -1.11, 0.38], [-1.62, 2.18, -1.34], [-0.95, 0.81, 1.33], [-1.03, 0.21, 1.54], [0.11, 3.66, 0.84], [1.33, 0.84, -0.54], [0.17, 0.07, -0.36], [0.50, 0.39, 2.73], [-0.87, -0.72, -1.20], [-1.72, -1.14, -1.33], [-1.05, 1.03, 0.34], [0.14, -2.50, -0.46], [-0.71, -1.42, -1.06], [0.10, -0.67, 0.55], [-0.72, -0.21, 0.06], [0.62, -0.59, -0.47], [0.49, 0.29, -0.06], [0.20, 0.59, 0.28], [0.11, 0.54, 0.10], [0.19, -0.68, -0.24], [-0.73, 0.72, -0.24], [-0.19, -0.04, 0.22], [0.85, -0.11, 0.02], [-0.10, 0.10, 0.10], [1.54, -0.21, -0.61], [0.47, 0.01, 0.39], [-0.36, -0.70, -0.23], [-0.08, -0.19, -0.47], [-1.19, -0.60, -0.37], [0.06, -0.35, 0.35], [0.20, 0.97, 0.03], [-0.35, 0.43, 0.24], [0.17, -0.82, -0.92], [-0.13, 0.25, 0.20], [0.73, 0.27, 0.14], [0.53, 0.20, 0.34], [-0.46, 0.06, -0.27], [0.30, -0.67, 0.38], [0.26, -0.34, -0.17], [-1.09, 0.52, 0.25], [-0.13, -0.97, -2.04], [0.40, 0.19, 0.45], [-1.90, -0.10, 0.19], [0.12, -0.11, 0.33], [0.25, -0.58, -0.04], [-0.61, -1.00, -0.87], [0.56, 0.09, 1.15], [-0.14, -0.93, -0.72], [-0.02, 0.25, 0.14]],
  "mulliken_charge": [0.060, -0.260, -0.236, 0.782, -0.646, -0.647, -0.716, -0.653, 0.065, 0.909, -0.064, 0.505, -0.408, -0.572, -0.735, -0.844, 0.025, -0.322, 0.240, -0.662, 0.320, -0.728, -1.169, -0.683, -0.677, -0.081, 0.349, 0.256, -0.615, 0.424, 0.432, -0.327, -0.520, 0.766, -0.905, -1.145, -0.177, -0.906, -0.168, -0.633, -0.651, -0.499, -1.096, -1.349, 0.776, 0.320, 0.374, 0.542, 0.007, -0.063, 0.347, 0.427, 0.451, 0.498, 0.339, 0.511, 0.498, 0.309, 0.411, 0.399, 0.560, 0.440, 0.572, -0.090, 0.272, 0.436, 0.303, 0.306, 0.493, 0.270, 0.353, 0.325, 0.394, 0.545, 0.358, 0.393, 0.544, 0.341]
}